{
  "formula": "C82H218N6O30",
  "method": "the ωB97M-V functional and the def2-TZVPD basis",
  "lumo_energy_ha": 0.0139,
  "homo_energy_ev": -8.1,
  "symbols": ["C", "O", "H", "H", "H", "H", "C", "O", "H", "H", "H", "H", "C", "O", "H", "H", "H", "H", "C", "O", "H", "H", "H", "H", "C", "O", "C", "C", "N", "C", "C", "O", "C", "H", "H", "H", "H", "H", "H", "H", "H", "H", "H", "H", "H", "H", "H", "H", "C", "O", "C", "C", "N", "C", "C", "O", "C", "H", "H", "H", "H", "H", "H", "H", "H", "H", "H", "H", "H", "H", "H", "H", "C", "O", "C", "C", "N", "C", "C", "O", "C", "H", "H", "H", "H", "H", "H", "H", "H", "H", "H", "H", "H", "H", "H", "H", "C", "O", "C", "C", "N", "C", "C", "O", "C", "H", "H", "H", "H", "H", "H", "H", "H", "H", "H", "H", "H", "H", "H", "H", "C", "O", "C", "C", "N", "C", "C", "O", "C", "H", "H", "H", "H", "H", "H", "H", "H", "H", "H", "H", "H", "H", "H", "H", "C", "O", "C", "C", "N", "C", "C", "O", "C", "H", "H", "H", "H", "H", "H", "H", "H", "H", "H", "H", "H", "H", "H", "H", "C", "C", "C", "O", "H", "H", "H", "H", "H", "H", "H", "H", "C", "C", "C", "O", "H", "H", "H", "H", "H", "H", "H", "H", "C", "C", "C", "O", "H", "H", "H", "H", "H", "H", "H", "H", "C", "C", "C", "O", "H", "H", "H", "H", "H", "H", "H", "H", "C", "C", "C", "O", "H", "H", "H", "H", "H", "H", "H", "H", "C", "C", "C", "O", "H", "H", "H", "H", "H", "H", "H", "H", "C", "C", "C", "O", "H", "H", "H", "H", "H", "H", "H", "H", "C", "C", "C", "O", "H", "H", "H", "H", "H", "H", "H", "H", "C", "C", "C", "O", "H", "H", "H", "H", "H", "H", "H", "H", "C", "C", "C", "O", "H", "H", "H", "H", "H", "H", "H", "H", "C", "C", "C", "O", "H", "H", "H", "H", "H", "H", "H", "H", "C", "C", "C", "O", "H", "H", "H", "H", "H", "H", "H", "H", "C", "C", "C", "O", "H", "H", "H", "H", "H", "H", "H", "H", "C", "C", "C", "O", "H", "H", "H", "H", "H", "H", "H", "H"],
  "xyz": [[-3.57292, -1.28819, 2.13080], [-4.61985, -2.07328, 1.72456], [-3.71157, -0.76906, 3.07917], [-2.56852, -1.69568, 2.01578], [-3.65619, -0.55662, 1.32709], [-5.44272, -1.66696, 2.00632], [-5.33574, 5.83516, -1.27369], [-5.29769, 4.71671, -2.16916], [-6.10491, 5.71417, -0.51090], [-4.40960, 6.03437, -0.73453], [-5.64821, 6.76547, -1.74800], [-4.41672, 4.59246, -2.52978], [6.27861, -1.69909, -2.86088], [6.45917, -3.05390, -2.67175], [5.26664, -1.40901, -3.14349], [6.32170, -1.25484, -1.86645], [6.96249, -1.21713, -3.55954], [6.77631, -3.49776, -3.46170], [1.79144, -4.04491, -2.57202], [2.05308, -3.40282, -1.31895], [2.35063, -4.95850, -2.77387], [0.72698, -4.22342, -2.72419], [2.01143, -3.29326, -3.33013], [2.98108, -3.57768, -1.14619], [6.70915, 1.86953, -1.02768], [7.17277, 0.61878, -0.43860], [8.53917, 0.59957, -0.02169], [9.62980, 0.32959, -1.16901], [10.98695, 0.21977, -0.63295], [11.89584, -0.52771, -1.55684], [13.39491, -0.53111, -1.12980], [14.07369, -1.69125, -1.63174], [15.32257, -2.09374, -1.05185], [5.70808, 1.52682, -1.28943], [7.23566, 2.18955, -1.92684], [6.72669, 2.53546, -0.16493], [8.57548, -0.15538, 0.76370], [8.73965, 1.55640, 0.46037], [9.71647, 1.22435, -1.78543], [9.30233, -0.57853, -1.67517], [11.03717, -0.11840, 0.31743], [11.86614, -0.20476, -2.59747], [11.64628, -1.58723, -1.49993], [13.49066, -0.52304, -0.04405], [13.88479, 0.42850, -1.29496], [15.95548, -1.26925, -0.72360], [15.97690, -2.62517, -1.74290], [15.08331, -2.67476, -0.16120], [-6.92449, 0.26238, -4.83752], [-6.35732, 0.07641, -3.59751], [-6.65221, -1.23434, -3.20713], [-5.97002, -1.34156, -1.77096], [-6.25418, -2.54995, -0.94746], [-5.73731, -3.78862, -1.44992], [-4.22128, -3.86193, -1.77929], [-3.90040, -5.18694, -2.17844], [-3.53470, -5.29024, -3.51954], [-6.45646, -0.46240, -5.50365], [-6.70968, 1.24327, -5.26157], [-7.97949, -0.00503, -4.77788], [-6.18791, -1.94417, -3.89172], [-7.70672, -1.51007, -3.21575], [-6.32769, -0.54007, -1.12460], [-4.88552, -1.25625, -1.70255], [-5.84952, -2.47852, -0.02482], [-6.18130, -4.10117, -2.39506], [-5.85774, -4.53182, -0.66173], [-3.60986, -3.55935, -0.92916], [-4.02680, -3.11913, -2.55295], [-2.54608, -4.84375, -3.62623], [-4.14228, -4.74892, -4.24475], [-3.47745, -6.36432, -3.69609], [-2.88618, -0.28449, -3.61398], [-1.76139, 0.41438, -3.06155], [-1.68135, 0.57536, -1.62484], [-1.19615, -0.75678, -0.87586], [-0.88594, -0.32483, 0.49898], [0.44261, 0.36803, 0.54049], [1.66411, -0.45833, 0.31565], [2.72761, 0.38304, 0.65710], [3.91398, -0.29349, 0.56876], [-3.86270, 0.14979, -3.39972], [-3.00841, -1.30960, -3.26427], [-2.87915, -0.07194, -4.68303], [-2.65120, 0.92017, -1.26626], [-1.14388, 1.51050, -1.46751], [-0.41819, -1.32703, -1.38348], [-2.00481, -1.46760, -0.70580], [-0.62856, -1.12211, 1.06309], [0.63203, 0.78419, 1.52995], [0.42194, 1.23120, -0.12481], [1.83032, -0.63945, -0.74626], [1.74162, -1.42396, 0.81532], [4.18775, -0.53162, -0.45908], [3.98590, -1.18412, 1.19301], [4.57437, 0.46929, 0.98129], [-6.36460, 2.32058, -0.73518], [-7.04554, 1.45381, 0.12716], [-6.93310, 1.62440, 1.53262], [-7.69830, 0.42136, 2.15647], [-7.17110, -0.91807, 1.73632], [-7.52639, -1.78921, 2.79310], [-6.94353, -1.79650, 4.21994], [-7.27965, -0.81016, 5.11795], [-8.64163, -0.81998, 5.54489], [-6.40086, 2.04660, -1.78956], [-5.29982, 2.44494, -0.53804], [-6.81404, 3.31207, -0.67989], [-7.25755, 2.59645, 1.90402], [-5.88504, 1.53132, 1.81724], [-8.76429, 0.58291, 1.99626], [-7.50471, 0.57956, 3.21741], [-7.53743, -1.14123, 0.82193], [-7.32448, -2.81884, 2.49781], [-8.60135, -1.60898, 2.78523], [-5.88258, -1.72668, 3.97989], [-6.93581, -2.77350, 4.70315], [-9.32041, -0.97904, 4.70701], [-8.75050, 0.13661, 6.05597], [-8.79805, -1.55147, 6.33770], [-2.28983, 5.98751, 8.18165], [-3.63768, 6.22928, 8.50756], [-4.33294, 5.23219, 9.30473], [-4.70954, 3.93607, 8.61428], [-5.42443, 4.22768, 7.33638], [-5.97572, 2.96920, 6.68354], [-4.91267, 2.23287, 5.89206], [-4.32880, 3.07342, 4.91220], [-3.04987, 2.75986, 4.54302], [-1.76280, 6.13900, 9.12367], [-1.89000, 6.71361, 7.47383], [-2.19329, 5.06234, 7.61345], [-5.31697, 5.58038, 9.61867], [-3.72013, 4.96283, 10.16496], [-5.11946, 3.30625, 9.40384], [-3.77545, 3.44076, 8.34928], [-4.90478, 4.63194, 6.57047], [-6.76403, 3.33069, 6.02325], [-6.48608, 2.38679, 7.45063], [-5.35478, 1.36389, 5.40471], [-4.18389, 1.90627, 6.63391], [-2.54553, 3.66707, 4.21028], [-2.98678, 2.13438, 3.65258], [-2.35351, 2.35793, 5.27898], [-2.12621, -1.31943, 5.51737], [-1.67066, -2.40615, 6.21103], [-0.93105, -2.04765, 7.32694], [-0.36700, -3.31170, 8.05312], [0.61040, -4.06117, 7.26460], [0.81444, -5.39240, 7.94716], [2.02844, -5.97772, 7.38026], [2.12285, -7.35125, 7.83109], [3.36624, -7.95363, 8.09875], [-2.73090, -0.68301, 6.16344], [-2.80937, -1.77423, 4.80005], [-1.39936, -0.63486, 5.08017], [-1.55828, -1.60714, 8.10193], [-0.09680, -1.38880, 7.08602], [-1.19454, -3.93819, 8.38596], [0.13920, -3.05574, 8.98390], [0.33072, -4.19865, 6.30388], [0.03854, -6.09699, 7.64782], [0.94674, -5.24623, 9.01918], [2.94704, -5.41020, 7.52919], [1.94842, -6.03947, 6.29496], [3.23436, -8.94209, 8.53881], [3.96759, -7.43521, 8.84555], [3.99197, -8.05884, 7.21246], [-0.43772, 1.64763, -10.04936], [-0.09710, 1.32053, -8.55775], [-1.03630, 1.96692, -7.48859], [-0.38802, -0.00776, -8.34506], [0.38555, 1.73515, -10.75834], [-0.88690, 2.63597, -9.95172], [-1.23291, 1.01175, -10.43848], [0.96816, 1.52732, -8.45493], [-0.73084, 2.99992, -7.32216], [-1.13173, 1.38113, -6.57435], [-2.04221, 2.11294, -7.88216], [-1.27889, -0.15939, -8.66904], [5.77962, -6.52550, -0.21060], [5.42980, -5.02259, 0.09985], [6.63898, -4.11312, 0.39426], [4.72229, -4.41717, -1.01321], [4.88309, -6.96977, -0.64300], [5.95595, -6.92949, 0.78630], [6.65818, -6.59266, -0.85225], [4.79890, -4.96290, 0.98671], [6.42841, -3.12486, 0.80305], [7.29542, -3.97725, -0.46523], [7.27939, -4.70301, 1.05003], [5.32461, -4.05960, -1.66969], [6.54851, -0.79042, 3.43037], [7.66313, -1.73967, 3.96068], [9.08873, -1.07006, 4.16577], [7.28204, -2.34564, 5.15170], [6.72247, -0.48682, 2.39807], [6.53783, 0.16407, 3.95662], [5.53732, -1.19595, 3.46403], [7.87177, -2.54419, 3.25547], [9.25682, -0.78901, 3.12614], [9.83049, -1.80873, 4.46952], [9.20860, -0.17558, 4.77703], [8.07034, -2.38414, 5.69823], [8.42370, 2.93043, 4.41209], [7.69439, 3.67505, 3.30390], [6.19847, 3.44751, 3.11075], [7.92758, 4.97777, 3.44551], [8.18049, 3.12946, 5.45579], [9.50410, 2.90366, 4.27025], [8.26649, 1.88724, 4.13797], [8.12342, 3.45763, 2.32576], [5.75409, 3.77208, 4.05165], [5.94319, 2.39672, 2.97373], [5.74978, 3.86695, 2.21028], [7.37322, 5.61036, 2.98280], [2.50888, 4.95427, 5.95797], [1.14023, 5.62801, 6.17080], [-0.00485, 4.85844, 5.57869], [0.79910, 5.76597, 7.58939], [2.40437, 3.97788, 5.48486], [2.97900, 4.77303, 6.92453], [3.08687, 5.68364, 5.39047], [1.22272, 6.60516, 5.69492], [0.18112, 4.61235, 4.53325], [-0.86700, 5.51311, 5.45141], [-0.17999, 3.89485, 6.05713], [1.53386, 6.15694, 8.06779], [3.67790, -2.03145, -5.85152], [2.73241, -2.27296, -6.99043], [1.90988, -3.45068, -6.67059], [1.98595, -1.13570, -7.13822], [3.29457, -1.81145, -4.85516], [4.32940, -1.20757, -6.14282], [4.24863, -2.95611, -5.76556], [3.33109, -2.37455, -7.89561], [1.33236, -3.24402, -5.76955], [2.43775, -4.38350, -6.47240], [1.22132, -3.62609, -7.49716], [1.25639, -1.43298, -7.68682], [-9.21655, 2.25657, -3.33158], [-9.37085, 3.74378, -3.76934], [-9.74171, 4.62990, -2.56255], [-8.07050, 4.11295, -4.17031], [-10.16960, 1.97554, -2.88342], [-8.36262, 1.93195, -2.73700], [-9.24918, 1.56177, -4.17080], [-10.12577, 3.79604, -4.55386], [-10.66287, 4.23738, -2.13183], [-10.04992, 5.57692, -3.00556], [-9.12322, 4.73373, -1.67103], [-7.54682, 4.06978, -3.36688], [0.04943, -5.17116, 1.18065], [-0.86838, -5.45972, 2.40164], [-0.26666, -4.87098, 3.73148], [-2.07853, -4.79461, 2.19976], [0.95540, -5.77669, 1.20622], [0.45250, -4.15847, 1.19010], [-0.36543, -5.22575, 0.17416], [-1.09111, -6.52324, 2.48772], [-0.86129, -5.05133, 4.62702], [-0.31470, -3.78204, 3.73157], [0.79088, -5.09878, 3.86498], [-2.56529, -5.03259, 1.40727], [-2.06059, 5.97239, -5.08989], [-3.11542, 4.91617, -4.75485], [-3.31897, 3.75449, -5.74487], [-2.79656, 4.35452, -3.47819], [-1.13808, 5.39535, -5.02591], [-1.93403, 6.75070, -4.33735], [-2.10294, 6.46397, -6.06183], [-4.09393, 5.36499, -4.58408], [-3.26242, 4.08278, -6.78272], [-4.23853, 3.24204, -5.46221], [-2.64718, 2.91646, -5.55910], [-1.96238, 3.89701, -3.60642], [2.53737, -1.18614, 4.90942], [2.48401, -2.76571, 4.83137], [3.07477, -3.37989, 3.48822], [3.26650, -3.12757, 5.93270], [3.58324, -0.90422, 5.03103], [1.99052, -0.75642, 5.74869], [2.14566, -0.70352, 4.01402], [1.46767, -3.15391, 4.89808], [2.42612, -3.13069, 2.64843], [2.86252, -4.44819, 3.44592], [4.13760, -3.17083, 3.36667], [2.66817, -3.27033, 6.66973], [1.98723, 6.61445, -0.23571], [1.73984, 5.31620, 0.50664], [2.90676, 4.30307, 0.54410], [1.34909, 5.54583, 1.81386], [1.77055, 6.60226, -1.30389], [2.89719, 7.16616, 0.00031], [1.12182, 7.20448, 0.06600], [0.77721, 4.93461, 0.16631], [2.65641, 3.40055, 1.10166], [3.79794, 4.79089, 0.93898], [3.09246, 3.96488, -0.47534], [0.72572, 6.27539, 1.78663], [2.76198, 0.95753, -3.86450], [3.09722, 2.45765, -3.68574], [1.84338, 3.39657, -3.45591], [4.04778, 2.57541, -2.70585], [2.49831, 0.58703, -2.87389], [3.62749, 0.47536, -4.31892], [1.91124, 0.85825, -4.53865], [3.59810, 2.96231, -4.51189], [2.26090, 4.39134, -3.61153], [1.51717, 3.29545, -2.42080], [1.19787, 3.27830, -4.32622], [3.69108, 2.45014, -1.82342], [-6.19233, 2.48424, -8.61127], [-4.81506, 1.90698, -8.44503], [-4.80983, 0.41408, -8.67941], [-3.98032, 2.63277, -9.35053], [-6.62863, 2.00680, -9.48865], [-6.08843, 3.55982, -8.75422], [-6.84428, 2.40988, -7.74090], [-4.37530, 2.02943, -7.45522], [-3.83762, -0.07681, -8.72334], [-5.15352, 0.30352, -9.70788], [-5.47433, -0.28538, -8.17217], [-3.99791, 2.14860, -10.17930], [-1.80757, -4.46560, -8.58418], [-2.52991, -3.94904, -7.32591], [-4.02461, -3.74653, -7.43071], [-2.41711, -4.98601, -6.38605], [-0.86095, -4.93084, -8.30931], [-1.66448, -3.68054, -9.32668], [-2.41553, -5.22133, -9.08154], [-1.94029, -3.09903, -6.98250], [-4.62157, -4.65828, -7.40932], [-4.26592, -3.22096, -8.35463], [-4.49019, -3.11146, -6.67705], [-2.74989, -5.80904, -6.75137]],
  "lowdin_charge": [-0.1768, -0.1450, 0.0652, 0.0664, 0.0746, 0.0063, -0.1372, -0.1318, 0.0665, 0.0793, 0.0713, 0.0275, -0.1466, -0.1178, 0.0678, 0.0678, 0.0946, 0.1042, -0.1394, -0.1407, 0.0809, 0.0695, 0.0512, 0.0228, -0.0468, -0.2526, -0.1910, -0.1846, -0.0842, -0.1767, -0.2184, -0.2018, -0.0989, 0.0621, 0.0934, 0.0824, 0.0972, 0.1047, 0.1113, 0.1063, 0.0976, 0.1186, 0.1099, 0.1056, 0.1144, 0.0782, 0.0831, 0.0836, -0.1375, -0.2032, -0.1829, -0.1304, -0.0677, -0.2077, -0.2199, -0.1846, -0.1304, 0.0768, 0.0944, 0.0793, 0.1074, 0.1272, 0.0927, 0.0939, 0.0603, 0.1154, 0.1211, 0.1125, 0.0839, 0.0794, 0.0756, 0.0948, -0.0902, -0.2121, -0.1524, -0.1533, -0.0489, -0.1862, -0.2464, -0.1932, -0.1260, 0.0624, 0.0675, 0.0818, 0.1079, 0.1009, 0.1104, 0.0952, 0.0825, 0.1182, 0.1027, 0.1061, 0.1169, 0.0874, 0.0844, 0.0876, -0.1228, -0.2030, -0.1835, -0.1440, -0.0536, -0.2360, -0.2239, -0.2044, -0.0751, 0.0668, 0.0886, 0.0684, 0.1218, 0.1141, 0.1233, 0.1066, 0.1085, 0.1296, 0.1051, 0.1082, 0.1326, 0.0816, 0.0891, 0.0860, -0.1200, -0.1982, -0.2069, -0.2235, -0.0319, -0.1798, -0.2175, -0.1666, -0.1422, 0.0915, 0.0791, 0.0718, 0.1181, 0.1142, 0.1221, 0.0925, 0.0926, 0.1061, 0.1130, 0.1124, 0.1082, 0.0794, 0.0831, 0.0832, -0.1329, -0.1696, -0.2198, -0.1911, -0.0476, -0.1811, -0.2270, -0.1892, -0.1244, 0.0825, 0.0816, 0.0944, 0.1201, 0.1149, 0.1126, 0.1160, 0.0673, 0.1305, 0.1301, 0.1223, 0.1216, 0.0826, 0.0798, 0.0821, -0.0310, -0.4448, -0.0477, -0.0850, 0.0728, 0.0689, 0.0708, 0.1379, 0.0754, 0.0791, 0.0443, 0.0765, -0.0347, -0.4128, -0.0551, -0.0930, 0.0743, 0.0726, 0.0753, 0.1238, 0.0715, 0.0670, 0.0748, 0.0379, -0.0281, -0.4616, -0.0404, -0.0396, 0.0560, 0.0639, 0.0538, 0.1163, 0.0552, 0.0750, 0.0663, 0.0786, -0.0250, -0.5654, -0.0349, -0.0265, 0.0910, 0.0819, 0.0448, 0.1200, 0.0865, 0.0621, 0.0632, 0.1040, -0.0425, -0.4536, -0.0822, -0.0700, 0.0762, 0.0729, 0.0747, 0.1260, 0.0727, 0.0740, 0.0894, 0.0783, -0.0708, -0.5670, -0.0531, -0.0238, 0.0611, 0.0827, 0.0807, 0.1414, 0.0884, 0.0907, 0.0723, 0.0643, -0.0514, -0.4420, -0.0566, -0.0658, 0.0737, 0.0640, 0.0525, 0.1390, 0.0685, 0.0757, 0.0779, 0.0564, -0.0490, -0.4427, -0.0397, -0.0589, 0.0740, 0.0557, 0.0726, 0.1282, 0.0738, 0.0683, 0.0573, 0.0887, -0.0357, -0.4512, -0.0368, -0.0739, 0.0692, 0.0788, 0.0810, 0.1303, 0.0868, 0.0789, 0.0606, 0.0876, -0.0296, -0.4424, -0.0290, -0.0644, 0.0663, 0.0581, 0.0593, 0.0811, 0.0538, 0.0552, 0.0661, 0.0509, -0.0422, -0.5175, -0.0148, -0.0590, 0.0762, 0.0863, 0.0704, 0.1318, 0.0769, 0.0735, 0.0522, 0.0822, -0.0181, -0.4944, -0.0299, -0.0623, 0.0742, 0.0605, 0.0769, 0.1333, 0.0674, 0.0671, 0.0683, 0.0626, -0.0428, -0.5089, -0.0535, -0.0548, 0.0839, 0.0855, 0.0759, 0.1015, 0.0653, 0.0770, 0.0800, 0.0850, -0.0525, -0.4742, -0.0561, -0.0786, 0.0724, 0.0736, 0.0781, 0.1378, 0.0855, 0.0691, 0.0673, 0.0932]
}